[1]
Computed, not measured: 7 unconnected molecules or ions with the total composition C26H34F18O16S, with ωB97M-V/def2-TZVPD.

Last column: Mulliken charge in e.
Cartesian coordinates (Å):
C 0.9581 -3.6564 2.8024  -0.912
C 0.9560 -3.7676 4.3712  -0.384
O 1.6112 -4.9568 4.6419  -0.282
C 1.2008 -5.9216 5.4220  0.458
O 0.1756 -5.8194 6.0118  -0.547
C 2.2074 -7.0997 5.5255  0.816
F 2.8738 -7.0854 6.7236  -0.237
F 1.4630 -8.2048 5.4960  -0.228
F 3.1191 -7.0710 4.4806  -0.232
H 1.8634 -3.8811 2.2385  0.381
H 0.5278 -2.6909 2.5368  0.218
H 0.3049 -4.4117 2.3655  0.325
H 0.0153 -3.7502 4.9217  0.354
H 1.5976 -3.0347 4.8603  0.269
C -5.7027 2.3433 5.4808  -1.133
C -6.5462 1.6511 4.4107  -0.276
O -5.6615 1.1872 3.3767  -0.191
C -6.0224 1.3650 2.1115  0.249
O -7.1406 1.7748 1.7336  -0.572
C -4.9784 1.0720 1.0301  1.089
F -5.5787 0.2728 0.0833  -0.270
F -4.6339 2.1845 0.3805  -0.296
F -3.8898 0.5034 1.4827  -0.264
H -4.9896 1.7102 6.0087  0.298
H -6.4407 2.5822 6.2466  0.410
H -5.3186 3.2993 5.1250  0.307
H -7.3321 2.3493 4.1225  0.350
H -7.0393 0.7578 4.7942  0.296
C 0.9643 -3.2910 -3.3712  -0.596
C 0.0594 -3.0743 -4.5166  -0.309
O 0.1312 -4.2547 -5.3064  -0.287
C -0.8628 -5.1341 -5.1197  0.388
O -1.6427 -5.1570 -4.1452  -0.537
C -0.7506 -6.3861 -6.1103  0.816
F -1.2418 -7.5158 -5.5135  -0.230
F -1.4423 -6.0748 -7.2318  -0.248
F 0.5001 -6.5446 -6.4315  -0.224
H 1.9714 -3.5055 -3.7286  0.352
H 0.6355 -4.0367 -2.6473  0.334
H 1.0789 -2.3937 -2.7631  -0.168
H 0.1686 -2.3296 -5.3049  0.394
H -0.9074 -2.8249 -4.0793  0.332
C -2.6361 5.3311 -1.3010  -1.231
C -1.7146 4.1430 -1.5771  0.135
O -0.4816 4.5052 -2.1832  -0.275
C 0.1202 3.6364 -3.0611  0.480
O -0.3200 2.5653 -3.4225  -0.572
C 1.4702 4.1581 -3.6627  0.838
F 1.5591 3.9793 -4.9832  -0.256
F 1.7896 5.3716 -3.2081  -0.232
F 2.2995 3.2613 -3.2123  -0.214
H -3.6580 4.9631 -1.3925  0.352
H -2.4485 6.0838 -2.0668  0.354
H -2.5449 5.7699 -0.3074  0.278
H -2.3710 3.3673 -1.9713  0.378
H -1.3794 3.8158 -0.5929  0.050
C 4.1278 0.0503 -5.4501  -1.320
C 4.0688 1.2929 -4.5450  0.111
O 4.6792 1.0048 -3.3259  -0.330
C 4.0229 0.3682 -2.4083  0.352
O 2.8812 -0.0159 -2.5039  -0.371
C 4.8322 0.0505 -1.1159  0.807
F 6.0998 -0.0731 -1.3735  -0.251
F 4.6055 1.0852 -0.2185  -0.201
F 4.4049 -1.0070 -0.5680  -0.234
H 3.6708 -0.8882 -5.1364  0.256
H 5.1864 -0.1211 -5.6454  0.348
H 3.7320 0.1413 -6.4616  0.437
H 3.0162 1.5259 -4.3839  -0.006
H 4.5268 2.1412 -5.0537  0.418
C -0.3612 3.5879 3.8237  -1.056
C 0.7618 2.5325 3.7471  0.067
O 2.0438 3.0817 3.5059  -0.315
C 2.4885 3.0836 2.2456  0.424
O 1.8875 2.6331 1.2547  -0.547
C 3.6697 4.1297 2.0567  0.783
F 4.3382 4.3650 3.2074  -0.264
F 4.4749 3.6672 1.1367  -0.136
F 3.1172 5.3218 1.7137  -0.249
H -0.0539 4.3569 4.5325  0.360
H -1.2907 3.1305 4.1626  0.373
H -0.4234 4.1114 2.8696  0.198
H 0.6051 1.7809 2.9733  -0.007
H 0.7816 1.8631 4.6071  0.359
O -1.4849 -2.2058 1.3547  -0.526
S -1.7481 -1.4049 0.1285  1.087
O -2.9870 -1.4890 -0.6250  -0.578
O -1.4479 0.1211 0.6350  -0.187
C -0.5967 0.8572 -0.2081  0.184
C 0.3179 -0.2601 -0.8420  -0.016
O -0.5602 -1.4133 -1.0674  -0.245
H -1.0130 1.5071 -0.9778  0.044
H -0.0591 1.4977 0.4911  -0.061
H 1.1680 -0.6199 -0.2625  0.089
H 0.5715 0.0801 -1.8460  0.108

Results
* Kohn-Sham gap: 10.94 eV
* DFT total energy: -120020.644 eV
* SMILES string: CCOC(=O)C(F)(F)F.CCOC(=O)C(F)(F)F.CCOC(=O)C(F)(F)F.CCOC(=O)C(F)(F)F.CCOC(=O)C(F)(F)F.CCOC(=O)C(F)(F)F.O=S1(=O)OCCO1
* HOMO energy: -0.4003 Ha
* lowest unoccupied orbital energy: 0.043 eV

=====

[2]
Computed, not measured: a molecular structure, C26H34F22N2O22S4Zr, with ωB97M-V/def2-TZVPD.

Last column: Mulliken charge in e.
Cartesian coordinates (Å):
Zr -6.9527 -18.4695 -18.8352  3.156
N -7.9685 -20.2224 -18.3275  0.809
S -9.1783 -21.1194 -18.9583  0.454
O -10.3520 -21.1744 -18.1908  -0.510
O -8.7619 -22.2298 -19.7221  -0.542
F -9.4930 -20.0147 -20.0586  -0.179
S -7.6343 -21.5183 -17.1752  0.216
O -6.8810 -22.5841 -17.7236  -0.458
O -8.6281 -21.6780 -16.1892  -0.365
F -6.5197 -20.7815 -16.3024  -0.430
N -8.6151 -17.4068 -19.5006  -0.358
S -8.8332 -16.7147 -21.0919  0.911
O -8.5933 -15.3302 -21.1178  -0.582
O -9.8109 -17.2840 -21.9305  -0.527
F -7.5185 -17.3537 -21.6739  -0.248
S -10.0903 -16.9076 -18.9803  0.866
O -11.2188 -17.5834 -19.4904  -0.509
O -10.1935 -15.5483 -18.6094  -0.614
F -9.9287 -17.6621 -17.5705  -0.265
O -5.6440 -16.9706 -19.6369  -0.719
C -4.2665 -17.1450 -19.3325  -0.683
C -3.9024 -18.4792 -18.6602  -0.478
O -5.0334 -19.1541 -18.2229  0.116
H -3.6207 -16.8607 -20.1665  0.406
H -3.9568 -16.4266 -18.5536  0.283
H -3.1656 -18.3533 -17.8573  0.423
H -3.3593 -19.0842 -19.3973  0.048
C -4.0493 -16.0782 -14.7032  -1.479
C -5.1247 -16.5081 -15.6747  0.357
O -6.2005 -17.0678 -14.8939  -0.262
C -7.2196 -17.5756 -15.4761  0.177
O -7.2111 -17.9594 -16.6331  -0.284
C -8.4004 -17.9164 -14.5406  0.690
F -8.0661 -17.7853 -13.2635  -0.258
F -9.3336 -16.9711 -14.7673  -0.278
F -8.8709 -19.1048 -14.8071  -0.123
H -4.4439 -15.3098 -14.0347  0.381
H -3.1113 -15.8051 -15.1711  0.412
H -3.8915 -16.9068 -14.0064  0.328
H -4.7226 -17.2875 -16.3306  -0.265
H -5.4442 -15.7244 -16.3636  0.382
C -10.8341 -24.2582 -16.5989  -1.023
C -9.5215 -24.8901 -17.0850  0.157
O -9.6892 -26.2720 -17.4462  -0.337
C -10.4217 -26.5801 -18.4574  0.457
O -11.0226 -25.8166 -19.1535  -0.438
C -10.4720 -28.1072 -18.6669  0.706
F -9.7292 -28.7735 -17.7812  -0.255
F -11.7302 -28.5350 -18.5803  -0.254
F -9.9970 -28.4066 -19.8833  -0.262
H -10.6452 -23.6014 -15.7509  0.291
H -11.5300 -25.0248 -16.2602  0.511
H -11.2623 -23.6772 -17.4126  0.059
H -8.8232 -24.9555 -16.2557  0.089
H -9.1321 -24.3160 -17.9244  0.286
C -3.3232 -21.2560 -21.1352  -1.394
C -4.6486 -21.8248 -20.6510  0.490
O -5.6505 -21.6715 -21.6700  -0.323
C -6.4015 -20.6241 -21.6418  0.335
O -6.4509 -19.7956 -20.7617  -0.271
C -7.2905 -20.4801 -22.8975  0.595
F -7.0632 -21.4298 -23.7932  -0.257
F -8.5507 -20.3873 -22.5112  -0.090
F -6.9807 -19.3273 -23.5210  -0.267
H -3.3771 -20.1669 -21.2438  0.358
H -3.1633 -21.5384 -22.1765  0.370
H -2.5446 -21.5021 -20.4207  0.359
H -4.9672 -21.4903 -19.6655  -0.275
H -4.4456 -22.8913 -20.5466  0.376
C -14.6109 -26.1065 -22.2125  -1.421
C -13.3942 -25.5512 -21.5028  0.107
O -13.6434 -24.1697 -21.2361  -0.252
C -12.6336 -23.4186 -20.8235  0.422
O -11.4858 -23.6933 -20.9905  -0.493
C -13.0546 -22.0504 -20.2336  0.813
F -14.3067 -21.7427 -20.5781  -0.277
F -12.9590 -22.1102 -18.9070  -0.224
F -12.2388 -21.1374 -20.7494  -0.199
H -15.5082 -26.0723 -21.5954  0.342
H -14.4204 -27.1552 -22.4534  0.406
H -14.8260 -25.6142 -23.1611  0.349
H -12.5213 -25.6795 -22.1401  0.277
H -13.2747 -26.1056 -20.5735  0.146
C -2.5669 -23.2258 -17.3306  -1.043
C -3.4916 -23.0729 -16.1348  0.089
O -2.8552 -23.3243 -14.8910  -0.250
C -2.7229 -24.5856 -14.5038  0.407
O -3.0543 -25.5297 -15.1331  -0.522
C -1.9982 -24.6872 -13.1468  0.851
F -2.8491 -25.0990 -12.1944  -0.231
F -1.0208 -25.5852 -13.2397  -0.252
F -1.4898 -23.5180 -12.7716  -0.249
H -3.0297 -22.7490 -18.1941  -0.090
H -2.2668 -24.2467 -17.5446  0.418
H -1.6685 -22.6440 -17.0971  0.381
H -4.3732 -23.6798 -16.3736  0.240
H -3.9669 -22.0933 -16.0687  0.262
C -6.0582 -20.6701 -12.8311  -0.874
C -5.1581 -21.8925 -12.7597  -0.485
O -5.7956 -23.0910 -13.1759  -0.181
C -6.4207 -23.7959 -12.2519  0.268
O -6.6507 -23.4657 -11.1403  -0.511
C -6.8566 -25.1719 -12.7980  0.939
F -6.5124 -25.3537 -14.0734  -0.203
F -6.3737 -26.1728 -12.0659  -0.270
F -8.1978 -25.2311 -12.7219  -0.269
H -6.2584 -20.5785 -13.9012  -0.040
H -5.5714 -19.7468 -12.5178  0.473
H -6.9299 -20.8035 -12.1960  0.384
H -4.7778 -21.9549 -11.7344  0.418
H -4.2307 -21.7899 -13.3210  0.353

Results
* Kohn-Sham gap: 8.30 eV
* DFT total energy: -179945.179 eV
* HOMO energy: -0.3706 Ha
* lowest unoccupied orbital energy: -1.790 eV

=====

[3]
Computed, not measured: C26H34N4O2 in the gas phase, with ωB97M-V/def2-TZVPD.

Last column: natural (NBO) charge in e.
Cartesian coordinates (Å):
C -5.0765 -1.0227 2.8230  -0.639
C -3.5895 -1.1209 2.4954  -0.061
O -3.1938 -0.2248 1.4786  -0.527
C -3.5266 -0.4702 0.1766  0.386
C -4.1016 -1.6500 -0.2827  -0.330
C -4.3996 -1.8095 -1.6256  -0.179
C -4.1465 -0.7910 -2.5234  -0.249
C -3.5727 0.3844 -2.0687  -0.183
C -3.2385 0.5589 -0.7355  -0.120
C -2.5761 1.8367 -0.2711  -0.229
N -1.1227 1.8944 -0.3197  -0.481
C -0.5144 1.8915 -1.6374  -0.227
C -0.1710 0.4997 -2.1746  -0.241
N 0.6822 -0.1678 -1.2136  -0.446
C 1.1970 -1.4312 -1.7057  -0.230
C 2.2751 -1.9630 -0.8195  -0.142
C 2.4062 -3.2637 -0.3847  -0.045
N 3.4847 -3.3135 0.4246  -0.159
C 4.0289 -4.4580 1.0944  -0.405
N 4.0508 -2.1222 0.5530  -0.279
C 3.3481 -1.2766 -0.1941  0.158
C 3.7046 0.1357 -0.2430  0.002
C 3.4729 0.9153 -1.3726  -0.204
C 3.7991 2.2590 -1.3717  -0.213
C 4.3639 2.8426 -0.2499  -0.214
C 4.6200 2.0680 0.8696  -0.220
C 4.2960 0.7251 0.8731  -0.206
C -0.0352 -0.3238 0.0353  -0.241
C -0.4033 1.0460 0.6256  -0.050
C 0.8591 1.7621 1.1302  -0.437
C 0.5388 3.0882 1.8215  -0.053
O 0.0768 4.0749 0.9364  -0.744
H -5.3229 -0.0040 3.1117  0.217
H -5.3149 -1.6909 3.6460  0.216
H -5.6835 -1.2909 1.9617  0.214
H -3.3113 -2.1507 2.2387  0.170
H -2.9978 -0.8164 3.3638  0.195
H -4.3211 -2.4594 0.3959  0.216
H -4.8418 -2.7357 -1.9619  0.213
H -4.3942 -0.9072 -3.5676  0.215
H -3.3791 1.1881 -2.7650  0.210
H -2.8676 2.0249 0.7658  0.220
H -2.9436 2.6643 -0.8875  0.203
H -1.1784 2.4072 -2.3339  0.200
H 0.4194 2.4593 -1.5703  0.211
H 0.3726 0.6091 -3.1172  0.199
H -1.0905 -0.0817 -2.3707  0.174
H 1.5952 -1.2626 -2.7132  0.204
H 0.3981 -2.1944 -1.7935  0.175
H 1.8192 -4.1354 -0.5972  0.212
H 3.2927 -4.8957 1.7720  0.203
H 4.8934 -4.1251 1.6649  0.237
H 4.3414 -5.2159 0.3729  0.205
H 3.0459 0.4691 -2.2549  0.208
H 3.6105 2.8572 -2.2521  0.210
H 4.6060 3.8951 -0.2498  0.214
H 5.0701 2.5159 1.7440  0.211
H 4.4910 0.1124 1.7400  0.222
H 0.6072 -0.8542 0.7417  0.213
H -0.9524 -0.9254 -0.1137  0.169
H -1.0663 0.8772 1.4801  0.220
H 1.5376 1.9408 0.2984  0.222
H 1.3686 1.1103 1.8407  0.209
H 1.4432 3.4924 2.2855  0.176
H -0.2070 2.9140 2.6154  0.139
H -0.5756 3.6346 0.3652  0.487

Results
* Kohn-Sham gap: 8.53 eV
* DFT total energy: -37568.747 eV
* SMILES string: CCOc1ccccc1CN1CCN(Cc2cn(C)nc2-c2ccccc2)C[C@H]1CCO
* relative energy (zero: lowest compared OMol25 entry of this formula, charge and spin): 229.21 kJ/mol
* HOMO energy: -0.2903 Ha
* lowest unoccupied orbital energy: 0.629 eV

=====

[4]
Computed, not measured: 2 unconnected molecules or ions with the total composition C26H34N5, with ωB97M-V/def2-TZVPD.

Last column: natural (NBO) charge in e.
Cartesian coordinates (Å):
C -0.5326 -3.4282 -0.5765  -0.422
N -0.8734 -2.8450 0.6958  -0.440
C -0.3494 -3.4561 1.8879  -0.196
C -0.3365 -2.4342 2.9886  -0.417
C -1.7112 -1.8345 3.1559  -0.196
N -2.2828 -1.3984 1.8897  -0.446
C -3.4402 -0.5210 1.9829  -0.197
C -4.1935 -0.5103 0.6632  -0.427
C -3.2843 -0.4856 -0.5571  -0.217
N -2.2607 -1.4930 -0.5022  -0.647
C -1.8382 -1.8690 0.6807  0.616
H -1.0587 -2.8376 -1.3409  0.255
H 0.5535 -3.3924 -0.7397  0.181
H -0.8676 -4.4723 -0.6492  0.183
H -0.9599 -4.3261 2.1729  0.179
H 0.6500 -3.8240 1.6496  0.204
H -0.0044 -2.8976 3.9221  0.227
H 0.3864 -1.6491 2.7484  0.210
H -2.3774 -2.5849 3.6170  0.183
H -1.6772 -0.9782 3.8411  0.207
H -4.1102 -0.8617 2.7866  0.202
H -3.1113 0.4992 2.2480  0.185
H -4.8072 -1.4204 0.6079  0.203
H -4.8825 0.3418 0.6360  0.219
H -3.8695 -0.6923 -1.4666  0.188
H -2.8328 0.5157 -0.6882  0.170
C 4.5867 -5.0685 -1.5318  -0.398
N 4.3003 -4.4019 -2.7908  -0.488
C 5.4710 -3.9433 -3.5118  -0.399
C 3.0259 -3.9294 -3.1207  0.242
C 2.7090 -2.5612 -2.9826  -0.266
C 1.4285 -2.1128 -3.2651  -0.109
C 0.4082 -2.9913 -3.7090  -0.174
C -0.9132 -2.5175 -4.0574  0.107
C -1.1229 -1.4129 -4.8873  -0.173
C -2.4064 -0.9449 -5.4259  -0.077
C -3.6724 -1.4977 -5.4811  -0.164
C -4.6860 -0.7968 -6.1599  -0.190
C -4.4473 0.4565 -6.7407  -0.182
C -3.1617 1.0162 -6.7223  -0.241
C -2.1720 0.2933 -6.0650  0.194
N -0.7950 0.5563 -5.9917  -0.288
C -0.1334 1.7290 -6.5310  -0.420
C -0.1611 -0.4641 -5.3520  0.172
C 0.7388 -4.3678 -3.8312  -0.141
C 2.0147 -4.8308 -3.5536  -0.228
H 3.6611 -5.3035 -0.9925  0.211
H 5.1407 -6.0012 -1.7064  0.199
H 5.2169 -4.4361 -0.8855  0.187
H 5.1526 -3.4504 -4.4372  0.208
H 6.0630 -3.2379 -2.9084  0.181
H 6.1063 -4.8045 -3.7660  0.206
H 3.4807 -1.8705 -2.6268  0.234
H 1.1889 -1.0624 -3.1238  0.207
H -1.7908 -3.0971 -3.7240  0.243
H -3.8403 -2.4757 -5.0272  0.226
H -5.6829 -1.2271 -6.2255  0.235
H -5.2576 1.0014 -7.2163  0.237
H -2.9343 1.9704 -7.1901  0.229
H -0.8853 2.3838 -6.9773  0.234
H 0.3888 2.2897 -5.7433  0.234
H 0.6066 1.4405 -7.2902  0.234
H 0.9195 -0.5044 -5.2470  0.246
H -0.0335 -5.0589 -4.1665  0.225
H 2.2693 -5.8835 -3.6847  0.241

Results
* Kohn-Sham gap: 4.97 eV
* DFT total energy: -34957.311 eV
* relative energy (zero: lowest compared OMol25 entry of this formula, charge and spin): 180.11 kJ/mol
* net charge: +1
* HOMO energy: -0.3560 Ha
* lowest unoccupied orbital energy: -4.721 eV